1.
C24H26BrN6O3P | ωB97M-V/def2-TZVPD

As for the LUMO energy: 0.1 eV. The highest occupied orbital energy comes out at -8.03 eV. For the orbital gap, the calculation gives 8.13 eV. Its total charge is 0.

Last column: natural (NBO) charge in e.
CARTESIAN COORDINATES (ANGSTROEM)
C (-2.40049, -2.86146, -1.64543)  -0.654
C (-1.19684, -2.65111, -0.80724)  0.204
N (-0.58315, -3.63902, -0.19039)  -0.286
N (0.43316, -3.10021, 0.49782)  -0.185
C (1.30291, -3.94308, 1.26718)  -0.194
C (2.47122, -4.48057, 0.41546)  -0.533
C (3.34810, -3.39973, 0.05978)  0.319
N (3.99825, -2.48822, -0.17653)  -0.361
C (0.49101, -1.75870, 0.31367)  0.362
N (1.46795, -0.96514, 0.90410)  -0.663
C (1.15728, 0.17575, 1.58756)  0.709
O (0.02357, 0.40364, 1.97225)  -0.650
C (2.29090, 1.09219, 1.86811)  -0.101
C (3.63386, 0.76239, 1.69428)  -0.198
C (4.61577, 1.70006, 1.96049)  -0.213
C (4.27616, 2.97075, 2.39572)  -0.182
C (2.94392, 3.30449, 2.57697)  -0.216
C (1.96024, 2.36998, 2.31908)  -0.172
C (-0.54856, -1.42126, -0.53324)  -0.576
P (-1.03902, 0.19821, -1.15140)  2.275
O (-1.66943, 0.14056, -2.47526)  -1.102
N (-1.97367, 0.89678, 0.05627)  -1.003
C (-3.33888, 0.67346, 0.21771)  0.248
C (-4.20761, 0.66130, -0.87166)  -0.271
C (-5.56272, 0.47603, -0.68066)  -0.209
C (-6.05579, 0.31849, 0.60319)  -0.106
Br (-7.92795, 0.06988, 0.86755)  0.033
C (-5.21243, 0.34152, 1.70015)  -0.221
C (-3.85671, 0.51566, 1.50334)  -0.268
N (0.39443, 1.09071, -0.98572)  -0.800
C (1.44880, 0.67976, -1.89692)  -0.257
C (1.31221, 1.37060, -3.25632)  -0.093
O (1.27665, 2.77273, -3.11175)  -0.525
C (0.19108, 3.15995, -2.29896)  -0.088
C (0.30457, 2.53735, -0.90651)  -0.255
H (-3.27874, -2.46398, -1.13687)  0.233
H (-2.54242, -3.92341, -1.82485)  0.229
H (-2.29398, -2.32920, -2.58727)  0.251
H (0.70430, -4.78596, 1.61967)  0.243
H (1.68097, -3.37583, 2.12275)  0.226
H (2.07742, -4.94317, -0.49331)  0.271
H (3.03431, -5.22744, 0.97965)  0.261
H (2.42136, -1.11200, 0.60135)  0.432
H (3.94129, -0.22106, 1.36803)  0.217
H (5.65388, 1.43560, 1.82548)  0.220
H (5.04957, 3.69706, 2.59583)  0.218
H (2.67325, 4.29200, 2.91927)  0.220
H (0.91678, 2.60953, 2.45771)  0.236
H (-1.45909, 0.87880, 0.93771)  0.445
H (-3.81173, 0.78690, -1.86489)  0.252
H (-6.23311, 0.45992, -1.52620)  0.227
H (-5.60947, 0.21956, 2.69631)  0.227
H (-3.18496, 0.52502, 2.34945)  0.219
H (1.39730, -0.40425, -2.03197)  0.216
H (2.41290, 0.94561, -1.44422)  0.201
H (2.17159, 1.14893, -3.89164)  0.193
H (0.39100, 1.02015, -3.74231)  0.190
H (0.22270, 4.24952, -2.24435)  0.194
H (-0.75576, 2.83845, -2.75803)  0.178
H (-0.56431, 2.80482, -0.30474)  0.230
H (1.21615, 2.90067, -0.41525)  0.199

2.
C24H26ClN3O3 | ωB97M-V/def2-TZVPD

As for the LUMO energy: -0.4 eV. The highest occupied orbital energy comes out at -7.85 eV. For the orbital gap, the calculation gives 7.46 eV. Its total charge is 0.

Last column: natural (NBO) charge in e.
CARTESIAN COORDINATES (ANGSTROEM)
C (5.51219, 1.39817, 4.32643)  -0.270
H (5.63071, 2.13001, 5.07474)  0.199
O (4.35885, 2.01179, 3.48068)  -0.459
C (3.88315, 1.42874, 2.54418)  0.250
C (4.29279, 0.38645, 2.11953)  -0.277
C (3.82873, -0.33625, 1.04684)  -0.153
C (2.75982, 0.17210, 0.50976)  -0.253
C (2.26297, 1.60402, 0.76399)  0.406
C (2.92095, 2.14243, 1.89091)  -0.381
H (2.49340, 2.98887, 2.36258)  0.217
O (1.37992, 2.04758, 0.04864)  -0.475
C (0.92137, 3.47407, 0.52879)  -0.280
H (-0.13818, 3.78708, 0.01669)  0.218
H (0.45241, 3.28896, 1.55870)  0.216
H (1.58578, 4.23192, 0.49277)  0.195
C (2.23652, -0.55489, -0.75327)  0.635
O (2.75982, -1.27555, -1.33811)  -0.516
C (0.73381, -0.31726, -1.12942)  -0.302
C (0.03449, -1.60869, -1.76434)  -0.213
N (-1.26270, -1.48890, -1.83565)  -0.417
C (-1.50688, -0.40758, -3.00571)  -0.236
C (-0.72283, 0.72569, -2.69627)  -0.449
C (0.65838, 0.61038, -2.47938)  -0.429
H (1.13986, 1.50048, -2.11597)  0.229
H (1.16826, 0.44354, -3.49757)  0.221
H (-1.45952, 1.29208, -1.93807)  0.225
H (-1.13378, 1.53995, -3.45795)  0.224
H (-2.55703, -0.41502, -3.31109)  0.233
H (-1.02960, -1.01346, -3.80524)  0.157
C (-2.19465, -2.63786, -1.88512)  -0.261
C (-3.51557, -2.17466, -1.68333)  0.132
C (-4.74692, -2.30158, -2.22158)  -0.270
C (-5.74736, -1.72435, -1.58971)  -0.285
C (-5.18721, -0.92481, -0.44945)  0.008
N (-3.81160, -1.27899, -0.47776)  -0.429
C (-2.80376, -0.88395, 0.18566)  0.449
N (-2.99270, 0.66716, 0.50092)  -0.416
C (-2.06450, 0.82027, 1.53334)  0.021
C (-1.12671, 0.30857, 2.11716)  -0.129
C (-0.92945, -1.12785, 1.91736)  -0.082
C (-2.06963, -1.76775, 1.12677)  -0.311
H (-1.80873, -2.87288, 0.97496)  0.239
H (-0.33244, -1.63276, 2.56908)  0.215
Cl (-0.12558, 1.10801, 3.41268)  -0.035
H (-2.10665, 2.21819, 1.56183)  0.161
H (-5.69880, -0.32421, 0.14867)  0.215
H (-6.90769, -1.70492, -1.73129)  0.236
H (-5.06045, -3.11574, -2.97922)  0.227
H (-1.74729, -3.25809, -1.36445)  0.199
H (-2.00769, -3.04639, -2.91201)  0.196
H (0.17637, -2.28977, -0.84786)  0.174
H (0.59651, -1.99683, -2.54645)  0.177
H (0.03017, 0.16025, -0.54339)  0.223
H (4.09891, -1.34744, 0.59257)  0.236
H (5.14580, -0.42840, 2.54568)  0.189
H (5.33778, 0.27791, 4.70624)  0.209
H (6.39620, 1.49216, 3.70154)  0.196

3.
C24H26F3O17S3V | ωB97M-V/def2-TZVPD

As for the LUMO energy (spin up / spin down): 4.8 / 4.8 eV. The highest occupied orbital energy (spin up / spin down) comes out at 1.49 / 1.49 eV. For the orbital gap (spin up / spin down), the calculation gives 3.31 / 3.31 eV. As for the expectation value of S²: 0.7969. The multiplicity is 2. Its total charge is -3.

Last column: Mulliken charge in e.
CARTESIAN COORDINATES (ANGSTROEM)
O (1.79807, 0.34979, -0.58208)  -0.093
V (0.45996, 0.20458, 0.28174)  1.161
C (-3.63436, 0.66924, -2.61989)  -1.057
C (-3.06909, 0.36108, -3.88693)  0.874
C (-1.60605, 0.94448, -4.15714)  0.303
O (-1.22730, 0.78476, -5.30951)  -0.711
C (-0.84704, 1.45904, -3.04248)  -0.410
C (-1.41378, 1.57860, -1.82127)  -0.327
C (-2.85371, 1.16576, -1.58742)  1.009
O (-3.38817, 1.36354, -0.44237)  -0.902
O (-0.63004, 1.85530, -0.79082)  -0.741
O (-3.53456, -0.30897, -4.80724)  -0.772
H (-4.62798, 0.38277, -2.29759)  0.295
H (0.19203, 1.69213, -3.22985)  0.349
C (0.59180, -4.30595, -3.43172)  -0.608
C (0.05486, -3.12180, -2.94975)  0.432
C (0.07422, -2.76990, -1.50965)  -0.154
O (-0.47617, -1.63892, -1.08054)  -0.667
C (0.73785, -3.51938, -0.59850)  -0.083
C (1.35710, -4.77300, -1.00561)  0.116
C (1.24324, -5.20048, -2.52773)  0.368
O (1.72094, -6.29027, -2.89614)  -0.805
O (2.04995, -5.48259, -0.28341)  -0.690
O (-0.50459, -2.42020, -3.85364)  -0.747
H (0.55250, -4.62412, -4.46147)  0.412
H (0.88362, -3.25443, 0.43814)  0.355
C (2.39201, -1.43121, 3.98827)  0.564
F (2.90443, -0.25104, 4.31802)  -0.229
F (2.83884, -2.42197, 4.77725)  -0.258
F (1.06083, -1.43550, 4.12176)  -0.185
S (2.82506, -1.66853, 2.14423)  1.027
O (2.97941, -3.10581, 2.00099)  -0.703
O (1.66414, -1.07819, 1.49121)  -0.399
O (4.09282, -0.99363, 1.94259)  -0.745
C (2.79997, 0.27360, -3.75028)  -0.581
C (3.59716, 1.52975, -3.41614)  0.875
O (3.89154, 1.81799, -2.27806)  -0.559
C (4.05488, 2.41307, -4.55689)  -1.252
H (1.95266, 0.56760, -4.37034)  0.237
H (2.45249, -0.06939, -2.77468)  -0.178
H (3.40012, -0.52776, -4.18056)  0.474
H (3.91713, 3.41361, -4.14556)  0.314
H (3.36595, 2.32706, -5.39925)  0.315
H (5.04026, 2.09982, -4.89716)  0.345
C (-0.31524, 4.75585, 1.54345)  -0.539
C (-0.39261, 4.64661, 3.07627)  -0.741
C (0.14869, 3.30154, 3.55723)  -0.539
S (1.39747, 2.84795, 2.26658)  1.084
O (0.92556, 1.55893, 1.78567)  -0.114
O (2.75280, 3.00615, 2.73574)  -0.814
C (1.06382, 4.23511, 1.09764)  -0.689
H (-0.41134, 5.79655, 1.23569)  0.443
H (-1.01630, 4.14674, 0.96750)  0.227
H (-1.43144, 4.82119, 3.35372)  0.399
H (0.24738, 5.42858, 3.49373)  0.279
H (-0.58629, 2.56944, 3.22092)  0.087
H (0.80443, 3.27074, 4.42092)  0.562
H (1.14143, 3.79295, 0.10482)  0.277
H (1.76609, 5.05145, 1.25915)  0.385
C (-3.96472, -2.53405, 2.15774)  -0.685
C (-3.44945, -2.38953, 3.60647)  -0.800
C (-1.98192, -1.91389, 3.53272)  -0.648
S (-2.22548, -0.44866, 2.45630)  0.997
O (-1.04426, -0.15972, 1.66591)  0.443
O (-2.91051, 0.59575, 3.19499)  -0.839
C (-3.44612, -1.28903, 1.37012)  -0.622
H (-5.04951, -2.57798, 2.08529)  0.318
H (-3.53335, -3.44144, 1.73708)  0.336
H (-3.34238, -3.37743, 4.06296)  0.404
H (-4.13152, -1.80052, 4.21695)  0.340
H (-1.37187, -2.59626, 2.94096)  0.322
H (-1.56206, -1.70489, 4.51224)  0.504
H (-2.96774, -1.59820, 0.44276)  0.146
H (-4.24654, -0.55450, 1.33595)  0.503